# 1
A molecular structure, C36H24Cl3FInN3O4SSe. Source: OMol25; level of theory: ωB97M-V with the def2-TZVPD basis set.

Computed properties:
HOMO level = -0.931 eV
orbital gap = 4.99 eV
relative energy (zero: lowest compared OMol25 entry of this formula, charge and spin) = 3.7 kJ/mol

ORCA input file:
```
! wB97M-V def2-TZVPD RIJCOSX def2/J DEFGRID3
* xyz -2 1
In -0.23533 -0.72823 -0.14666
Cl 1.89003 2.76625 -6.43245
C 1.63468 1.63315 -5.10848
C 1.22758 0.32030 -5.39518
C 1.03746 -0.58072 -4.38695
C 1.20539 -0.23067 -3.00478
O 1.04502 -1.08643 -2.09004
C 1.61253 1.12586 -2.75602
C 1.90865 1.57883 -1.42531
N 1.55099 0.98751 -0.34153
C 2.13426 1.38093 0.87515
C 2.47536 2.65114 1.25275
C 3.02565 2.89116 2.53213
C 3.21200 1.87285 3.42250
C 2.85392 0.54905 3.06722
C 2.94559 -0.55793 3.94257
C 2.52987 -1.78197 3.51914
C 2.01487 -1.92024 2.20949
N 1.94763 -0.92596 1.36834
C 2.33848 0.30212 1.78641
C 1.83764 2.02041 -3.81458
H 1.06829 0.03226 -6.42778
H 0.71360 -1.59286 -4.59211
H 2.56458 2.45664 -1.36632
H 2.27409 3.48392 0.59048
H 3.27350 3.90756 2.81412
H 3.60158 2.06611 4.41542
H 3.30380 -0.40548 4.95475
H 2.53905 -2.63907 4.17918
H 1.59696 -2.85785 1.85170
H 2.15429 3.03475 -3.59525
Cl -1.01766 2.48433 0.90653
C -1.36869 3.25647 -0.59766
C -1.44211 4.64158 -0.59848
C -1.74698 5.32936 -1.76132
C -1.97106 4.60343 -2.92085
C -1.88443 3.22326 -2.89994
Cl -2.15090 2.41469 -4.42498
C -1.58981 2.46940 -1.74238
S -1.50828 0.74109 -1.85712
H -1.26178 5.16624 0.33001
H -1.81232 6.40980 -1.76408
H -2.20530 5.09600 -3.85488
C -2.93363 -4.39498 5.42224
C -4.09338 -4.09063 4.48698
C -4.59133 -5.36608 3.81833
C -5.83475 -5.06718 3.00122
C -5.56003 -3.94716 2.03449
C -6.27612 -3.83635 0.85906
C -6.00246 -2.80580 -0.02637
F -6.72711 -2.74928 -1.17731
C -5.03652 -1.87246 0.22261
C -4.30527 -1.97056 1.40527
C -3.26514 -0.93480 1.66103
O -3.25709 0.09550 1.00751
C -2.38267 -1.23693 2.77389
C -2.71343 -2.23690 3.61279
N -3.75167 -3.11117 3.45119
C -4.54738 -3.00898 2.30627
C -1.08365 -0.51369 3.05622
O -0.68997 -0.48321 4.23296
O -0.45207 -0.03670 2.06682
H -3.24062 -5.19819 6.09460
H -2.64452 -3.54147 6.03187
H -2.05895 -4.72640 4.86025
H -4.92207 -3.68387 5.08815
H -4.79960 -6.11574 4.58584
H -3.79494 -5.75009 3.17405
H -6.64428 -4.78068 3.68351
H -6.17785 -5.95066 2.45834
H -7.04354 -4.56104 0.61337
H -4.79890 -1.07350 -0.46743
H -2.06845 -2.38894 4.46286
Se -0.93214 -3.08142 0.14633
*
```

Here are the Mulliken charges for atoms 1 to 5, given in e: 1.111 -0.318 0.176 -0.472 -0.739

=====

# 2
A molecular structure, C36H42N5O2RuS3 in a non-equilibrium geometry. Source: OMol25; level of theory: ωB97M-V with the def2-TZVPD basis set.

Computed properties:
HOMO level (alpha / beta) = -5.611 / -5.568 eV
orbital gap (alpha / beta) = 5.25 / 5.18 eV

ORCA input file:
```
! wB97M-V def2-TZVPD RIJCOSX def2/J DEFGRID3
* xyz 0 2
Ru -1.65827 1.18200 0.11433
N -5.28237 -1.37550 -0.05817
C -4.23797 -0.59720 0.27103
S -2.05957 -0.92490 -1.20637
N -4.18707 0.22680 1.22713
N -3.18167 1.06000 1.46863
C -3.03997 1.45630 2.74563
C -2.25677 2.52650 3.19643
C -2.25957 2.85800 4.57013
C -1.50477 3.88510 5.07803
C -0.67907 4.63460 4.23493
C -0.61027 4.32150 2.89543
C -1.39167 3.29710 2.32243
O -1.30007 3.07690 1.05913
H -5.26487 -1.75180 -0.99097
H -6.20497 -1.13890 0.29283
H -3.61547 0.90150 3.48653
H -2.90457 2.29580 5.23033
H -1.55287 4.12310 6.13193
H -0.09907 5.45730 4.63093
H 0.01593 4.88630 2.22063
C 5.37683 -0.10390 0.32673
C 4.19553 -0.88290 -0.26817
C 3.45183 -1.55760 0.88503
C 4.72493 -1.97590 -1.20547
C 3.31183 0.06800 -1.06647
C 3.88503 0.75150 -2.14297
C 3.14283 1.62030 -2.93417
C 1.81783 1.82150 -2.62827
S 0.65263 2.82860 -3.46097
C -0.56247 2.33070 -2.27507
N -0.08437 1.49530 -1.32947
C 1.21093 1.17990 -1.52077
C 1.97693 0.27550 -0.76497
C -1.91577 2.70580 -2.31447
C -2.45477 3.54700 -3.30557
C -3.79257 3.85680 -3.28907
C -4.61607 3.34370 -2.29627
C -4.08857 2.51790 -1.29947
C -2.75437 2.18430 -1.29427
H 5.99883 -0.76410 0.92963
H 5.01733 0.70340 0.96203
H 5.99323 0.33220 -0.45377
H 4.11063 -2.25940 1.39473
H 2.57953 -2.09840 0.52993
H 3.13013 -0.81370 1.60773
H 5.40923 -2.63220 -0.67267
H 5.25063 -1.55040 -2.05497
H 3.89823 -2.57120 -1.58797
H 4.92643 0.60860 -2.38617
H 3.59523 2.11850 -3.77837
H 1.47393 -0.24080 0.03753
H -1.79247 3.93640 -4.06527
H -4.20277 4.50180 -4.05227
H -5.66727 3.58710 -2.28697
H -4.75737 2.14090 -0.53447
C 1.74903 1.91510 2.16063
S 0.25553 1.04400 2.75613
C 1.15413 -0.14840 3.83993
O -0.18187 0.19930 1.61243
H 2.52973 1.21480 1.88683
H 2.07653 2.58360 2.94913
H 1.45083 2.49020 1.28703
H 1.76993 0.42950 4.51613
H 1.74993 -0.83670 3.25243
H 0.40853 -0.70310 4.39683
C 0.23433 -4.91940 -2.94237
N -0.27557 -3.55850 -3.17437
C -1.74457 -3.54550 -3.08437
C 0.35823 -2.54400 -2.22577
C -0.03357 -2.76190 -0.80727
C 0.69963 -3.63100 0.00433
C 0.39263 -3.79370 1.33823
C -0.69377 -3.10990 1.88123
C -1.43717 -2.25550 1.09453
C -1.11347 -2.04000 -0.24507
H -0.21147 -5.61860 -3.65057
H -0.02557 -5.22040 -1.92757
H 1.31773 -4.94550 -3.05167
H -0.01627 -3.27230 -4.12337
H -2.04107 -3.90210 -2.10047
H -2.17267 -4.18350 -3.85547
H -2.10937 -2.52400 -3.17997
H 0.01013 -1.55650 -2.53907
H 1.43933 -2.61550 -2.36467
H 1.53553 -4.17840 -0.41247
H 0.99493 -4.43850 1.95983
H -0.95307 -3.25440 2.91853
H -2.28427 -1.72470 1.50453
*
```

Here are the Mulliken charges for atoms 1 to 5, given in e: -0.131 -0.400 -0.145 -0.290 -1.501

=====

# 3
C10H10O2S2 in the gas phase in a non-equilibrium geometry. Source: OMol25; level of theory: ωB97M-V with the def2-TZVPD basis set.

Computed properties:
HOMO level = -8.287 eV
orbital gap = 8.92 eV
SMILES string = CSC(S)(c1ccco1)c1ccco1
relative energy (zero: lowest compared OMol25 entry of this formula, charge and spin) = 193.9 kJ/mol

ORCA input file:
```
! wB97M-V def2-TZVPD RIJCOSX def2/J DEFGRID3
* xyz 0 1
C 1.59109 2.65960 -0.81462
S -0.06380 1.97713 -0.39929
C -0.27533 0.31935 0.57388
S -0.15226 0.66590 2.47241
C 0.88294 -0.56333 0.30351
C 1.81195 -1.15760 1.16826
C 2.74629 -1.88169 0.42217
C 2.41346 -1.62915 -0.89076
O 1.30933 -0.86038 -0.94077
C -1.63389 -0.18631 0.16708
C -2.85964 0.50060 0.01393
C -3.73017 -0.44339 -0.56111
C -3.01301 -1.57577 -0.73295
O -1.75410 -1.43100 -0.30286
H 1.61538 2.99810 -1.88373
H 2.23451 1.75057 -0.69272
H 1.89614 3.50461 -0.15154
H -0.23973 2.00258 2.46055
H 1.81728 -1.13415 2.19386
H 3.57585 -2.42396 0.91090
H 2.95139 -1.78663 -1.76172
H -3.06732 1.52486 0.23865
H -4.67991 -0.28611 -0.87846
H -3.37646 -2.54383 -0.91466
*
```

Here are the Mulliken charges for atoms 1 to 5, given in e: -0.632 -0.068 1.665 -0.225 -0.490

=====

So what do the calculations give for total energy? Going down the list: -6321.89600; -3110.60436; -1333.79966 Eh.